The following is a DFT calculation (wB97M-V/def2-TZVPD) of a structure of composition C4H4Cl12 at a distorted geometry.

Positions of all 20 atoms, in Å:
Cl1 -2.76972 2.69048 1.09831
H1 -2.67097 0.43834 0.92805
H2 -1.90649 -3.47846 0.28092
Cl2 1.20335 1.23330 -0.26004
Cl3 -1.52942 1.01758 -1.08700
Cl4 -0.26523 -3.17285 1.92573
C1 0.57066 -0.28224 -1.18604
Cl5 4.55940 2.99385 0.79862
H3 -0.50489 -0.35733 -1.02591
Cl6 1.04491 -0.20785 -2.94429
Cl7 1.31412 -1.74736 -0.60114
Cl8 -1.13907 -1.34990 -0.35772
H4 2.55393 1.86832 0.28132
Cl9 4.10104 1.19296 -1.45758
C2 -1.56624 -2.61530 0.85303
C3 3.60075 1.57988 0.18613
Cl10 -3.02341 -1.92989 1.66607
Cl11 -4.58343 0.78840 -0.40313
Cl12 3.85694 0.14295 1.14126
C4 -2.84624 1.19511 0.16341

Computed properties:
- HOMO: -9.8 eV
- Gap between HOMO and LUMO: 0.3480 Eh
- Total energy: -154473.027 eV
- Net charge: 0